Record 1
{"formula": "C4H27NO9", "method": "wB97M-V/def2-TZVPD", "energy_ha": -900.44576, "de_lowest_kj_mol": 0.0, "homo_ev": [0.04, -6.49], "homo_lumo_gap_ev": [2.4721, 8.9511], "molar_mass_g_mol": 233.3, "spin_multiplicity": 2, "charge": -1, "symbols": ["C", "C", "C", "O", "C", "N", "H", "H", "H", "H", "H", "H", "H", "H", "H", "H", "H", "O", "H", "H", "O", "H", "H", "O", "H", "H", "O", "H", "H", "O", "H", "H", "O", "H", "H", "O", "H", "H", "O", "H", "H"], "coordinates": [[3.602033, -1.240797, 2.223220], [2.174193, -0.656616, 2.221770], [1.951404, 0.364008, 1.155265], [2.673294, 1.540175, 1.439005], [2.394694, 2.505437, 0.489625], [1.329424, -1.742495, 1.936069], [3.497057, -2.252357, 1.831002], [4.161825, -1.272403, 3.157958], [4.293657, -0.764258, 1.528471], [2.009791, -0.301824, 3.239216], [0.890934, 0.603309, 1.076263], [2.145821, -0.111793, 0.194063], [2.408128, 2.198955, -0.556320], [3.200635, 3.223149, 0.642733], [1.587568, 3.204735, 0.707835], [1.163898, -1.831964, 0.943751], [0.424344, -1.446043, 2.272270], [-2.608000, -0.728354, -4.519204], [-3.537732, -0.879699, -4.689252], [-2.499670, -0.922146, -3.588104], [-0.900312, 2.055379, -2.946788], [-0.145891, 1.730269, -3.438103], [-0.672896, 2.959060, -2.728007], [-3.330231, -3.143626, -0.699797], [-3.376240, -3.583319, 0.149193], [-2.617158, -3.585633, -1.160646], [0.945586, -2.763026, -1.158235], [0.216287, -2.157771, -1.292478], [1.717937, -2.200122, -1.104974], [-1.412573, -0.875774, 2.613865], [-1.386502, -0.222351, 3.312852], [-2.341485, -1.084610, 2.515090], [-3.242337, 1.843158, -1.752532], [-2.397847, 1.829006, -2.202949], [-3.047444, 2.206092, -0.888518], [-1.637430, 2.714340, 0.399720], [-2.099106, 3.163386, 1.107845], [-1.187443, 3.413439, -0.074618], [-1.262431, -0.801127, -1.060062], [-1.187773, 0.135362, -0.876639], [-1.898010, -1.121151, -0.419857]], "forces_ev_per_angstrom": [[0.89, 0.01, -0.89], [2.29, -0.10, 0.27], [-0.49, 0.78, 0.98], [-0.29, -1.20, -0.47], [1.39, 2.52, 0.18], [-2.27, -1.25, 0.71], [0.15, -0.15, 0.30], [-0.45, 0.00, 0.28], [-0.08, 0.48, -0.14], [-0.46, 0.39, -0.15], [-0.37, 0.11, 0.28], [0.80, 0.17, -0.47], [-0.21, -0.34, 0.05], [0.59, 0.09, -0.56], [-1.06, -0.83, -0.01], [0.23, -0.29, -0.31], [-0.46, -0.56, -0.01], [0.17, -0.13, -0.41], [-0.21, 0.06, 0.01], [0.12, 0.13, 0.50], [0.21, -0.29, -0.22], [0.21, -0.27, -0.21], [0.11, 0.66, 0.29], [-0.19, 0.23, 0.01], [-0.01, -0.13, 0.24], [0.28, -0.07, -0.19], [0.31, -0.59, 0.01], [-0.58, 0.62, -0.02], [0.21, 0.10, -0.09], [0.00, -0.18, -0.02], [0.01, 0.37, 0.17], [-0.30, -0.02, -0.10], [-1.21, -0.33, -0.08], [0.25, -0.10, -0.26], [0.26, 0.16, 0.36], [-0.10, -1.10, 0.12], [-0.25, 0.36, 0.54], [0.50, 0.73, -0.47], [0.36, -0.52, -0.33], [-0.01, 0.62, -0.02], [-0.35, -0.14, 0.15]]}


Record 2
{"formula": "C28H25F2N6O7Zr", "method": "wB97M-V/def2-TZVPD", "energy_ha": -2184.27491, "de_lowest_kj_mol": 183.4, "homo_ev": -5.25, "homo_lumo_gap_ev": 7.2565, "molar_mass_g_mol": 686.8, "charge": -1, "symbols": ["Zr", "O", "C", "C", "C", "C", "C", "C", "C", "N", "C", "C", "N", "C", "C", "C", "C", "C", "C", "C", "O", "H", "H", "H", "H", "H", "H", "H", "H", "H", "H", "H", "H", "H", "H", "O", "C", "O", "C", "C", "C", "N", "C", "C", "C", "O", "O", "H", "H", "H", "F", "C", "F", "H", "C", "N", "C", "C", "O", "N", "C", "N", "H", "H", "H", "H", "H", "H", "H"], "coordinates": [[-0.395891, -0.230467, -0.301339], [0.210018, 1.519407, 0.485100], [-0.334625, 2.315882, 1.374591], [0.401250, 2.776740, 2.477764], [-0.180396, 3.591926, 3.424732], [-1.507012, 4.020631, 3.295606], [-2.217183, 3.633250, 2.181093], [-1.657714, 2.780806, 1.223520], [-2.324804, 2.562024, -0.054001], [-1.984276, 1.671329, -0.899735], [-2.306834, 1.952380, -2.296874], [-1.018606, 2.536406, -2.877780], [-0.000469, 1.542285, -2.616271], [1.233008, 1.830158, -2.646588], [2.272827, 0.808714, -2.479557], [3.605760, 1.143304, -2.709345], [4.608508, 0.199965, -2.614581], [4.268039, -1.108691, -2.265413], [2.956500, -1.460167, -2.013582], [1.936520, -0.509745, -2.117628], [0.671043, -0.863919, -1.895046], [1.437506, 2.472078, 2.555212], [0.405008, 3.915757, 4.277664], [-1.953804, 4.664888, 4.041656], [-3.232128, 3.988855, 2.028240], [-3.072812, 3.309377, -0.340596], [-3.149684, 2.640588, -2.403354], [-2.511235, 1.024667, -2.824991], [-0.796896, 3.500315, -2.404387], [-1.130547, 2.696680, -3.952953], [1.575578, 2.857510, -2.834480], [3.846325, 2.173321, -2.956407], [5.640277, 0.470865, -2.799648], [5.043327, -1.863159, -2.195253], [2.673880, -2.465290, -1.724840], [-5.922861, -4.281765, -2.781492], [-4.752010, -4.667795, -2.591577], [-4.267187, -5.809856, -2.497221], [-3.773977, -3.531536, -2.205101], [-4.215501, -2.219756, -2.116271], [-3.343738, -1.230507, -1.716312], [-2.065642, -1.464989, -1.410756], [-1.645639, -2.748408, -1.459215], [-2.451090, -3.789324, -1.863149], [-0.327602, -3.021583, -0.771932], [0.401768, -3.937243, -1.039627], [-0.168693, -2.182249, 0.252880], [-5.251076, -2.010161, -2.348950], [-3.677714, -0.207061, -1.613766], [-2.080281, -4.805117, -1.874356], [-2.633554, -1.547862, 1.470112], [-2.103795, -0.262984, 1.320152], [-0.913976, -0.297956, 2.180961], [-2.808255, 0.330373, 1.900240], [3.033136, -1.311565, 4.554639], [2.818670, -0.813622, 3.220653], [3.533587, 0.290816, 2.637383], [2.832159, 0.425281, 1.283320], [3.141948, 1.265656, 0.475289], [1.847084, -0.549673, 1.184220], [1.892027, -1.237397, 2.329403], [1.138836, -2.309989, 2.570311], [4.097857, -1.278152, 4.786433], [2.716601, -2.350679, 4.628540], [2.497836, -0.723662, 5.305657], [4.589059, 0.053813, 2.480061], [3.458481, 1.212567, 3.217656], [0.461848, -2.515290, 1.835979], [0.931222, -2.571019, 3.515290]], "forces_ev_per_angstrom": [[-0.27, 1.49, 0.31], [0.12, 0.77, 0.66], [0.03, 0.07, -0.19], [0.10, 0.00, 0.08], [-0.05, 0.01, -0.02], [0.09, -0.04, 0.01], [-0.10, -0.01, -0.04], [-0.19, -0.02, -0.18], [0.15, 0.05, 0.15], [-0.10, -0.13, -0.31], [0.15, 0.00, 0.07], [0.03, -0.07, 0.12], [-0.10, 0.16, -0.02], [0.10, -0.22, -0.13], [-0.20, 0.21, -0.05], [0.04, 0.08, 0.01], [-0.03, -0.05, 0.03], [0.02, 0.06, -0.03], [0.04, -0.07, 0.05], [-0.23, -0.04, -0.26], [0.83, -0.19, -0.34], [-0.03, -0.01, 0.01], [0.00, 0.00, -0.01], [0.01, -0.02, -0.02], [0.04, 0.00, 0.01], [0.02, 0.09, -0.01], [-0.07, 0.04, 0.04], [-0.08, -0.03, -0.02], [0.03, 0.06, 0.00], [0.00, -0.04, -0.05], [0.07, 0.00, -0.05], [-0.01, -0.04, -0.02], [-0.02, -0.01, 0.01], [-0.01, 0.00, 0.03], [0.02, -0.01, -0.03], [0.17, -0.10, -0.41], [-0.31, -0.13, 1.05], [-0.02, 0.09, -0.44], [0.12, 0.11, -0.28], [-0.07, -0.07, -0.07], [0.15, 0.20, -0.12], [0.06, -0.47, 0.29], [-0.10, 0.07, 0.10], [0.04, -0.03, -0.14], [-0.45, -0.04, 0.30], [0.11, -0.11, 0.04], [-0.07, -0.99, -0.27], [0.02, 0.00, 0.03], [-0.01, 0.02, 0.03], [-0.02, 0.01, 0.01], [-0.05, 0.17, 0.04], [0.01, -1.37, 0.33], [-0.09, -0.06, 0.02], [0.02, 0.57, -0.20], [0.01, 0.01, -0.10], [0.01, 0.05, 0.12], [0.02, -0.13, 0.06], [-0.07, -0.10, -0.06], [-0.10, -0.04, -0.06], [0.28, 0.34, 0.02], [-0.04, -0.21, -0.12], [0.08, 0.14, 0.03], [0.01, 0.00, 0.00], [0.02, -0.02, -0.01], [-0.02, 0.01, 0.01], [0.01, 0.04, 0.02], [-0.05, 0.03, -0.01], [-0.09, -0.06, -0.06], [0.02, -0.03, 0.03]]}